Density functional theory data (ωB97M-V/def2-TZVPD) for a cluster of 16 separate species, C41H67N20O in total.

The geometry in XYZ format:
```
129
Properties=species:S:1:pos:R:3:forces:R:3
C 0.582 -4.128 -3.589 0.35 -0.12 -0.02
C 0.945 -2.720 -3.975 -0.20 0.05 0.25
C 0.609 -2.330 -5.382 -0.60 0.41 0.36
N 1.440 -1.823 -3.208 0.58 -0.34 -0.76
C 2.166 -2.150 -2.018 0.36 -0.01 0.91
C 3.621 -1.616 -2.168 0.03 -0.11 0.17
C 4.683 -2.482 -1.487 -0.13 0.10 0.13
C 6.056 -2.217 -2.042 -0.01 0.05 0.13
N 6.599 -3.063 -2.798 0.12 -0.14 -0.12
N 3.595 -0.231 -1.569 -0.59 -0.31 0.26
C 2.201 -0.052 -1.335 0.22 0.28 0.48
N 1.510 1.076 -1.509 0.49 0.18 0.25
N 1.632 -1.204 -0.977 -0.94 0.05 -2.18
C 0.191 -1.221 -0.701 -0.56 0.16 0.31
C -0.083 -1.236 0.804 -0.15 -0.72 0.13
C 0.769 -2.262 1.542 0.03 0.23 0.20
O -1.464 -1.528 1.005 -0.06 0.19 -0.29
H 0.939 -4.844 -4.331 -0.04 0.05 0.00
H -0.509 -4.195 -3.580 0.02 0.01 -0.05
H 0.953 -4.436 -2.614 -0.05 0.01 0.00
H 0.697 -1.250 -5.492 0.21 -0.09 -0.10
H 1.279 -2.851 -6.067 -0.05 0.02 -0.04
H -0.425 -2.593 -5.616 0.11 -0.20 -0.13
H 2.195 -3.193 -1.702 -0.38 0.06 0.20
H 3.815 -1.535 -3.236 0.09 0.11 0.04
H 4.463 -3.543 -1.609 0.02 0.04 -0.16
H 4.672 -2.269 -0.410 -0.02 -0.09 0.00
H 6.539 -1.273 -1.770 -0.05 0.07 0.00
H 7.514 -2.727 -3.104 -0.10 -0.07 -0.07
H 3.938 -0.388 -0.618 0.54 0.45 -0.14
H 1.557 1.891 -0.907 0.53 0.18 -0.24
H 0.820 1.098 -2.251 -0.59 -0.21 0.58
H -0.309 -2.072 -1.169 0.42 -0.20 0.04
H -0.290 -0.336 -1.114 0.09 -0.11 -0.11
H 0.055 -0.228 1.196 0.15 0.00 0.11
H 0.300 -2.482 2.502 0.01 -0.01 -0.04
H 0.832 -3.199 0.980 0.03 0.04 0.02
H 1.774 -1.893 1.750 0.03 -0.08 -0.14
H -1.600 -2.481 0.910 -0.01 0.04 0.20
C -1.148 2.592 3.039 -0.15 0.02 0.29
C -0.097 2.557 2.035 0.01 0.00 -0.13
N 0.720 2.529 1.228 -0.03 -0.16 -0.05
H -2.132 2.540 2.578 0.11 0.05 0.03
H -1.062 1.755 3.732 0.07 -0.01 -0.01
H -1.104 3.512 3.618 0.03 0.03 -0.03
C -2.791 1.452 0.090 -0.19 -0.06 0.30
C -1.933 1.720 -1.051 -0.12 0.03 -0.06
N -1.263 1.903 -1.965 0.01 -0.09 -0.02
H -3.795 1.183 -0.239 0.03 0.01 -0.09
H -2.394 0.622 0.679 0.01 -0.01 -0.12
H -2.862 2.327 0.734 -0.01 0.06 -0.22
C 0.580 -0.832 5.463 0.19 -0.18 0.01
C -0.602 -0.068 5.828 -0.02 0.03 -0.04
N -1.543 0.537 6.085 -0.02 0.05 -0.04
H 0.677 -1.720 6.085 -0.01 0.02 0.03
H 0.509 -1.154 4.425 -0.04 0.02 -0.01
H 1.483 -0.236 5.580 -0.05 0.07 0.04
C -3.278 -1.505 -2.676 0.48 -0.28 -0.03
C -4.545 -1.073 -2.113 0.03 0.06 0.02
N -5.530 -0.715 -1.646 -0.02 -0.01 0.06
H -2.882 -2.355 -2.118 -0.09 0.03 0.10
H -3.397 -1.794 -3.717 -0.15 0.08 -0.01
H -2.545 -0.699 -2.632 -0.09 0.08 0.00
C -6.020 1.663 -5.025 -0.20 0.24 0.01
C -5.261 0.429 -5.130 -0.01 -0.03 -0.04
N -4.667 -0.550 -5.213 -0.04 0.01 -0.09
H -5.407 2.520 -5.301 0.09 -0.07 -0.02
H -6.889 1.623 -5.680 0.00 -0.08 0.01
H -6.372 1.799 -4.004 0.02 -0.08 0.02
C -0.556 6.049 6.010 0.12 0.05 0.03
C -1.748 5.347 5.559 -0.07 0.06 0.04
N -2.697 4.809 5.200 0.03 -0.07 -0.04
H 0.283 5.361 6.100 -0.04 -0.05 -0.01
H -0.278 6.836 5.313 -0.05 0.00 -0.02
H -0.730 6.508 6.980 -0.06 -0.01 0.00
C -0.436 -5.373 5.289 -0.12 -0.10 -0.05
C 0.688 -4.652 5.872 0.03 -0.04 0.02
N 1.575 -4.087 6.332 -0.06 0.07 -0.08
H -0.489 -6.380 5.699 0.04 0.01 0.03
H -1.370 -4.859 5.509 0.02 0.03 0.01
H -0.330 -5.441 4.208 0.01 0.04 0.00
C 6.645 -1.361 -6.032 -0.27 -0.05 0.13
C 7.613 -1.164 -7.099 0.05 0.00 0.01
N 8.377 -1.008 -7.940 0.01 0.00 -0.08
H 5.637 -1.428 -6.442 0.04 0.03 -0.09
H 6.861 -2.277 -5.488 0.07 -0.01 -0.03
H 6.685 -0.532 -5.330 0.07 0.01 -0.02
C 10.994 -1.853 -2.273 0.17 -0.02 0.09
C 9.910 -1.655 -3.223 0.02 0.05 -0.06
N 9.055 -1.498 -3.973 0.05 0.01 0.12
H 11.200 -0.927 -1.739 -0.03 0.02 -0.03
H 10.727 -2.624 -1.552 -0.04 -0.01 -0.02
H 11.897 -2.162 -2.795 -0.02 0.00 -0.04
C 9.534 -0.979 -11.265 -0.15 -0.02 0.17
C 10.516 -0.777 -12.320 0.01 0.00 -0.01
N 11.290 -0.617 -13.151 0.02 0.00 -0.02
H 8.532 -1.048 -11.685 0.02 0.01 -0.06
H 9.740 -1.897 -10.717 0.05 0.00 -0.02
H 9.551 -0.157 -10.553 0.05 0.01 -0.01
C 2.898 8.247 8.421 0.10 -0.01 0.15
C 2.121 8.314 7.191 0.01 0.10 -0.02
N 1.512 8.388 6.222 0.02 -0.07 0.02
H 3.018 9.243 8.843 -0.03 0.02 -0.04
H 2.396 7.619 9.154 -0.03 -0.01 -0.02
H 3.884 7.832 8.222 -0.01 0.00 -0.04
C -5.686 3.749 6.886 0.19 0.02 -0.18
C -6.676 3.595 7.941 0.01 -0.02 0.03
N -7.454 3.475 8.775 -0.02 0.01 -0.02
H -6.150 3.645 5.907 -0.06 0.00 0.03
H -5.217 4.730 6.936 -0.03 0.01 0.04
H -4.906 2.996 6.976 -0.02 -0.02 0.05
C -4.957 -3.989 1.366 -0.17 0.03 -0.02
C -3.631 -4.283 1.891 0.01 0.00 0.01
N -2.585 -4.512 2.306 0.11 0.10 -0.10
H -5.673 -4.729 1.719 0.03 -0.03 0.03
H -5.283 -3.004 1.696 0.04 0.01 0.01
H -4.948 -4.007 0.278 0.04 0.00 0.00
C -10.044 5.781 8.633 0.00 -0.25 0.05
C -10.148 7.174 8.227 -0.01 0.02 0.02
N -10.226 8.274 7.908 0.01 0.02 -0.03
H -10.791 5.175 8.124 -0.03 0.07 -0.04
H -9.062 5.378 8.397 0.02 0.05 0.01
H -10.198 5.678 9.706 0.00 0.09 0.01
C -7.980 -2.618 -4.917 0.06 -0.19 0.03
C -8.498 -1.297 -5.236 0.04 0.04 0.01
N -8.895 -0.249 -5.483 0.05 0.07 -0.01
H -8.631 -3.389 -5.325 -0.03 0.03 -0.02
H -6.984 -2.738 -5.341 0.00 0.06 -0.02
H -7.918 -2.745 -3.838 -0.02 0.05 0.01
```
Positions in Å, forces in eV/Å.

## Properties
- DFT total energy (a.u.) = -2772.44124
- HOMO level (eV) = -12.27
- total charge = +1
- orbital gap (eV) = 8.69

Atom charges from the Mulliken analysis, given in e for atoms 1 to 99: C -1.237; C 0.906; C -1.336; N -0.484; C 0.016; C -0.739; C -0.703; C -0.139; N -0.703; N -0.483; C -0.101; N -0.268; N 0.657; C 0.601; C 0.799; C -1.805; O -0.417; H 0.429; H 0.304; H 0.307; H 0.352; H 0.332; H 0.375; H 0.604; H 0.451; H 0.365; H 0.522; H 0.428; H 0.270; H 0.430; H 0.268; H 0.331; H 0.127; H -0.832; H -0.151; H 0.519; H 0.304; H 0.374; H 0.134; C -0.083; C 0.567; N -0.492; H 0.108; H -0.081; H -0.104; C -0.648; C 0.597; N -0.592; H 0.383; H 0.034; H 0.256; C -0.290; C 0.396; N -0.431; H 0.242; H -0.223; H 0.328; C -0.430; C 0.237; N -0.562; H 0.247; H 0.492; H 0.072; C -0.936; C 0.414; N -0.449; H 0.347; H 0.327; H 0.266; C -0.835; C 0.356; N -0.446; H 0.312; H 0.321; H 0.346; C -0.799; C 0.415; N -0.449; H 0.351; H 0.261; H 0.240; C -0.632; C 0.169; N -0.323; H 0.394; H 0.179; H 0.242; C -0.915; C 0.515; N -0.448; H 0.283; H 0.298; H 0.294; C -0.722; C 0.276; N -0.342; H 0.267; H 0.259; H 0.260